26
Properties=species:S:1:pos:R:3:lowdin_charge:R:1 method="wB97M-V/def2-TZVPD" multiplicity=1 charge=+1 e_lumo_ev=-2.927 e_above_lowest_kj_mol=250.8
O 2.84 0.52 -1.72 -0.0516
O -1.46 -1.65 -1.91 -0.0147
O -0.06 2.18 2.13 -0.0718
O 1.61 3.44 -2.59 -0.0439
N -0.94 -0.88 0.63 -0.0434
C -0.79 -1.67 2.00 -0.1669
C -2.26 -0.23 0.39 -0.0544
C 0.55 -2.35 1.96 -0.0904
H 1.91 2.55 -2.35 -0.0012
H 0.69 -2.76 2.93 0.0838
H -1.00 2.22 2.05 0.0128
H 1.51 3.44 -3.52 0.0073
H 1.37 -1.66 1.87 0.0831
H -1.62 -2.33 2.23 0.1216
H 0.11 3.12 1.85 0.0799
H -2.82 -0.74 -0.42 0.0808
H 3.18 -0.26 -2.13 0.0253
H -0.69 -1.64 -0.09 0.1508
H -0.05 -0.26 0.75 0.1919
H 3.57 0.89 -1.19 0.0660
H -2.79 -0.10 1.33 0.0902
H -1.65 -2.53 -2.12 0.0353
H -2.21 0.83 -0.14 0.1439
H 0.76 -3.02 1.13 0.0943
H -0.80 -0.70 2.79 0.1881
H -1.41 -1.20 -2.76 0.0837

=====

8
Properties=species:S:1:pos:R:3:lowdin_charge:R:1 method="wB97M-V/def2-TZVPD" multiplicity=1 charge=+1 e_lumo_ev="-8.250 / -8.301" e_above_lowest_kj_mol=183.2
P -1.54 -1.49 -1.59 0.9435
O -2.81 -1.83 -2.16 -0.3364
N -1.41 -0.09 -0.70 -0.0879
N -0.48 0.46 -0.16 0.0424
C 0.46 0.48 0.60 0.0055
C 1.60 0.74 1.21 0.2159
H 1.71 0.46 2.17 0.0538
H 2.47 1.27 0.64 0.1632

=====

12
Properties=species:S:1:pos:R:3:lowdin_charge:R:1 method="wB97M-V/def2-TZVPD" multiplicity=1 e_lumo_ev=-0.779 e_above_lowest_kj_mol=158.2
Cl -3.38 -0.81 -0.59 0.5605
S -0.68 1.94 -0.23 0.6976
S 0.20 -0.80 0.30 0.8746
C -1.10 0.39 0.12 -1.1416
C -2.51 0.23 0.60 -0.6723
C 1.65 -0.25 -0.56 -0.5208
C 2.95 -0.58 -0.31 -0.0477
H 1.33 0.45 -1.26 -0.0084
H -2.83 1.19 0.85 0.0353
H 3.83 -0.16 -0.96 0.1009
H -2.49 -0.31 1.53 0.0676
H 3.02 -1.31 0.53 0.0544

=====

17
Properties=species:S:1:pos:R:3:lowdin_charge:R:1 method="wB97M-V/def2-TZVPD" multiplicity=1 e_lumo_ev=0.957 e_above_lowest_kj_mol=82.9
S -0.82 -0.47 -0.90 0.8472
N -0.04 2.15 -0.30 -0.1797
C 0.47 -2.36 0.59 -0.1792
C -0.87 -1.65 0.49 -0.5504
C -1.03 1.14 -0.04 -0.5187
C 1.28 1.78 -0.82 -0.1528
H -2.00 1.63 -0.08 0.0824
H 0.46 -3.16 1.33 0.0707
H -1.80 -2.20 0.44 0.0594
H -1.03 -1.08 1.41 0.0622
H 1.84 1.24 -0.06 0.0717
H 1.21 -1.62 0.89 0.0646
H 0.75 -2.83 -0.35 0.0658
H -0.43 2.84 -0.91 0.0886
H -0.96 0.84 1.02 0.0582
H 1.19 1.05 -1.63 0.0349
H 1.77 2.71 -1.09 0.0751

=====

19
Properties=species:S:1:pos:R:3:lowdin_charge:R:1 method="wB97M-V/def2-TZVPD" multiplicity=1 charge=+1 e_lumo_ev=-3.103 e_above_lowest_kj_mol=0.0
P -1.06 -0.13 0.06 1.0121
O -1.88 -1.05 1.09 -0.1643
C 0.08 0.93 1.11 -0.2135
C 0.55 -1.39 -0.66 -0.0992
C -2.23 0.63 -1.10 -0.1396
C 1.63 -0.82 0.20 -0.2626
C 1.43 0.72 0.37 -0.2364
H 0.80 -1.25 -1.73 0.1052
H -1.67 0.98 -1.97 0.0759
H 2.38 1.27 0.66 0.1420
H 0.29 -2.34 -0.29 0.0591
H -3.03 1.20 -0.60 0.0899
H -0.21 1.99 1.21 0.1085
H -1.57 -1.94 1.20 0.0770
H 0.09 0.45 2.06 0.0835
H -2.82 -0.09 -1.53 0.0244
H 2.57 -1.13 -0.32 0.1423
H 1.35 1.32 -0.57 0.1140
H 1.60 -1.24 1.13 0.0817

=====

26
Properties=species:S:1:pos:R:3:lowdin_charge:R:1 method="wB97M-V/def2-TZVPD" multiplicity=1 e_lumo_ev=0.348 e_above_lowest_kj_mol=155.1
O 1.25 -1.76 -1.14 0.0800
O 3.30 -1.18 -0.43 0.1396
N -2.75 -1.46 0.92 0.1468
N -1.71 0.46 0.38 0.0464
N -1.33 -1.47 -0.89 0.0957
N 2.47 0.21 1.73 0.0255
C 1.19 1.31 -0.08 -0.1644
C 1.47 -0.03 0.60 -0.2856
C -1.92 -0.84 0.14 -0.5835
C -1.32 1.40 -0.62 -0.2513
C 0.10 1.33 -1.17 -0.1845
C 2.15 -1.08 -0.42 -0.5391
H 0.19 0.44 -1.81 0.0993
H -2.76 -2.49 0.91 0.1274
H 0.55 -0.45 1.15 0.1457
H 2.62 -0.75 2.03 0.0629
H 0.01 2.33 -1.68 0.1276
H -1.54 2.44 -0.28 0.1227
H 1.02 2.06 0.71 0.1185
H 0.36 -1.37 -1.00 0.0058
H -2.86 -1.11 1.86 0.1069
H -1.95 1.57 -1.56 0.1382
H -1.61 -2.49 -0.85 0.0874
H -2.47 0.97 0.82 0.1428
H 2.15 1.57 -0.57 0.1263
H 3.37 0.38 1.27 0.0629

=====

53
Properties=species:S:1:pos:R:3:lowdin_charge:R:1 method="wB97M-V/def2-TZVPD" multiplicity=1 e_lumo_ev=0.399
Cu -0.54 -1.04 -0.15 0.2604
S -1.72 1.74 -1.59 0.9616
F -0.51 1.95 3.93 0.1478
F -1.12 -0.65 4.60 0.1568
F 0.86 0.00 5.22 0.1498
F 0.00 2.17 1.84 0.1468
F 2.65 -0.71 2.91 0.1319
F 2.11 0.64 1.31 0.1551
F -1.76 1.05 2.40 0.1532
F 0.59 -1.91 4.26 0.1462
F 2.26 1.39 3.35 0.1630
O 1.60 -0.41 -2.75 0.0565
O -0.76 0.95 -0.76 -0.5562
O -0.06 -0.96 1.93 -0.1552
N 1.33 -1.59 -0.77 0.1249
N 3.49 -2.11 -0.37 -0.0910
N -2.27 -1.81 -0.38 0.1607
N 1.84 -2.74 1.20 0.2174
C 0.18 -0.64 4.25 -0.5313
C 4.65 -2.50 0.40 -0.0258
C -1.44 1.22 -3.32 -0.3086
C 1.85 0.35 2.60 -0.5206
C -0.29 2.07 -3.84 -0.2346
C -0.49 1.30 2.74 -0.5292
C -4.82 -1.44 0.06 -0.2001
C -0.90 3.35 -1.86 -0.2961
C 3.53 -1.29 -1.56 -0.0348
C 2.21 -2.16 0.06 -0.3962
C -3.39 -1.64 -0.21 -0.1241
C -0.59 3.48 -3.35 -0.2329
C -5.17 0.05 0.17 -0.0852
C 0.34 -0.04 2.79 -0.3358
C 2.04 -1.02 -1.80 -0.4494
H 0.99 -2.32 1.59 0.0698
H 0.64 1.70 -3.41 0.0965
H -2.38 1.41 -3.86 0.0899
H 0.00 3.27 -1.25 0.0983
H -4.98 0.57 -0.78 0.0687
H -5.39 -1.91 -0.74 0.1164
H 3.98 -1.80 -2.41 0.1340
H -1.24 0.15 -3.28 0.0906
H 4.46 -3.43 0.93 0.0893
H 4.95 -1.72 1.11 0.0942
H 0.24 4.17 -3.52 0.1142
H -1.54 4.14 -1.46 0.0845
H -4.57 0.53 0.94 0.0788
H -5.06 -1.95 0.99 0.1208
H -0.22 2.02 -4.93 0.1174
H -1.47 3.87 -3.87 0.1102
H -6.22 0.16 0.42 0.0759
H 5.48 -2.68 -0.29 0.0918
H 4.06 -0.35 -1.38 0.1388
H 2.57 -2.88 1.89 0.0951

=====

10
Properties=species:S:1:pos:R:3:lowdin_spin:R:1 method="wB97M-V/def2-TZVPD" multiplicity=3 s_squared=2.023 e_lumo_ev="0.604 / -2.928" e_above_lowest_kj_mol=784.7
O 0.82 -3.18 -0.06 0.3160
O 0.33 -3.02 1.23 0.5608
N 0.67 -1.50 1.37 0.3799
C 0.88 -1.88 -0.47 0.3031
C 0.11 0.21 -0.01 0.0772
C 0.44 -0.74 -1.06 0.1845
C 0.02 -0.40 1.19 0.1535
H -0.11 1.26 0.14 0.0001
H 0.22 -0.74 -2.13 0.0151
H -0.23 0.22 2.03 0.0099

=====

Number 1: electronic energy -480.52826 Eh. Number 2: electronic energy -603.07586 Eh. Number 3: electronic energy -1411.90334 Eh. Number 4: electronic energy -611.91053 Eh. Number 5: electronic energy -614.03616 Eh. Number 6: electronic energy -606.51479 Eh. Number 7: electronic energy -3965.88265 Eh. Number 8: electronic energy -359.01665 Eh.